1.
Entry from the Open Molecules 2025 dataset: a gas-phase ion, C19H24NO2 (charge +1) (wB97M-V/def2-TZVPD).

Geometry (Å):
C  2.99768  -0.03280  1.66674
C  4.16195  0.61917  1.28392
C  4.43448  0.85880  -0.04653
C  3.54677  0.44219  -1.03630
H  -4.38768  -0.82780  1.11097
H  0.38573  2.00921  -0.73246
N  -2.37278  -0.21476  1.25117
C  -0.32572  1.65767  -2.71711
H  2.81056  -0.21090  2.71383
H  -1.12933  -1.51287  0.12086
C  -3.65583  -0.31043  -0.86140
H  5.34288  1.36870  -0.32762
H  3.03139  0.36762  -3.11509
C  2.11257  -0.44792  0.68715
C  -1.48004  0.96177  -0.72582
C  -1.33269  1.10311  -3.49141
H  -2.46235  -0.16777  2.27848
C  0.50463  -1.29672  2.25670
H  1.67776  -0.55300  -1.39434
H  -0.77849  -3.03964  2.18773
H  4.02032  1.76077  -2.64738
H  0.51630  2.14267  -3.18420
H  -1.28049  1.15523  -4.56726
C  3.84760  0.69914  -2.47889
C  -1.74770  -1.53825  1.01781
O  0.90620  -1.08423  0.92897
C  -1.54193  0.91718  0.77888
H  -4.58883  0.04294  -1.30385
C  -3.72184  -0.09799  0.64655
O  -1.64926  -1.57278  3.37198
C  -0.39946  1.58466  -1.33940
H  -1.28134  -1.97151  4.16726
C  -2.40651  0.48057  -2.88394
H  -0.53241  0.82485  1.17545
H  -4.09945  0.90256  0.86746
H  -3.19105  0.04579  -3.48427
H  -1.97524  1.84554  1.16567
H  -3.58179  -1.37581  -1.09613
H  0.45128  -0.34716  2.81371
H  1.20854  -1.95634  2.78086
C  -0.89811  -1.95054  2.23459
H  -2.54303  -2.27474  0.90190
H  4.75284  0.16966  -2.77166
C  2.38769  -0.21129  -0.65642
C  -2.49369  0.40697  -1.49847
H  4.85707  0.94017  2.04421

Cartesian forces, eV/Å:
C -0.3 -0.2 0.2
C 0.1 0.1 -0.1
C 0.0 0.0 0.1
C -0.1 -0.1 0.1
H 0.2 0.1 0.1
H 0.1 0.0 0.1
N 0.0 0.1 0.6
C 0.0 0.0 0.1
H 0.0 0.0 0.1
H -0.2 0.0 0.1
C 0.1 0.0 0.1
H 0.1 0.1 0.0
H 0.0 0.0 -0.1
C 0.0 0.1 -0.1
C -0.1 -0.1 0.0
C -0.1 0.0 0.0
H -0.1 0.1 -0.2
C -0.1 0.0 0.2
H -0.1 0.0 -0.1
H -0.1 0.1 -0.1
H 0.0 0.1 -0.1
H 0.1 0.1 -0.1
H 0.0 0.0 -0.1
C 0.0 0.0 0.0
C 0.4 -0.9 0.2
O 0.2 0.0 -0.1
C 0.5 0.7 -0.3
H 0.0 -0.1 0.1
C -0.8 0.0 -0.5
O -0.1 0.0 0.1
C -0.1 0.0 0.0
H -0.1 0.0 0.1
C 0.1 0.0 0.1
H -0.1 -0.1 0.1
H 0.1 -0.1 0.1
H -0.1 -0.1 -0.1
H -0.1 -0.2 0.1
H -0.1 0.0 0.0
H 0.0 -0.1 -0.1
H -0.1 0.1 0.0
C 0.4 0.1 -0.5
H 0.0 0.1 0.0
H 0.0 0.0 -0.1
C 0.0 -0.1 0.1
C 0.0 0.0 0.0
H 0.1 0.0 0.1

## Properties
SMILES: Cc1cccc(OC[C@@H](O)C[N@@H+]2CCc3ccccc3C2)c1
E_LUMO in eV: -2.4351
Energy relative to the best compared isomer or geometry (same formula, charge and spin) in eV: 0.000
Highest occupied orbital energy in eV: -11.29
Frontier orbital gap in eV: 8.9
2S+1: 1
Net charge: +1

=====

2.
Entry from the Open Molecules 2025 dataset: C19H24O6 in the gas phase at a distorted geometry (wB97M-V/def2-TZVPD).

Geometry (Å):
H  -4.18303  -2.99616  -1.27212
H  0.79058  3.97707  1.95609
C  -2.34788  -2.81039  -0.20571
C  3.35478  -1.99595  1.08466
H  -2.66591  -2.46894  0.78343
C  2.60165  -3.51478  -0.63474
H  0.24734  -0.70948  -2.06096
C  0.48685  -0.40025  -1.07571
C  -0.29795  6.12473  1.42630
H  2.52104  -4.50964  -1.02379
H  4.35337  -4.18647  1.83146
H  -0.97211  -4.33562  -0.99146
H  -2.71625  -1.08939  -1.44804
C  -3.39322  -3.60254  -0.95602
C  -1.83243  -1.68571  -1.12139
H  -3.00596  -4.02032  -1.95945
H  -1.40262  -2.19237  -1.95907
H  1.05034  -2.96589  -1.90691
H  -1.24037  2.66471  1.37274
H  -0.76450  2.55303  -1.05586
O  -2.62807  0.87693  -0.06066
H  3.90234  -1.74114  2.01655
H  0.20554  6.36501  -0.74845
H  -0.51105  7.78407  1.76339
H  0.18378  1.84078  1.64646
O  -0.35355  7.38546  0.92731
C  2.55850  -1.05379  0.44453
C  -0.40148  1.80671  -0.40107
O  4.15293  -4.22263  0.90489
H  -0.66013  -1.02137  0.73286
C  1.71630  -2.58646  -1.12489
O  0.53079  5.48902  -0.68621
H  1.53449  3.81417  0.42312
C  -1.41192  0.69188  -0.12740
C  -1.28723  -3.89390  -0.07740
H  -1.63940  -4.71493  0.51540
H  2.38594  -0.00118  0.79970
C  -0.25223  2.49142  0.93395
C  -0.80366  -0.69731  -0.29364
H  -0.31592  -3.57521  0.37929
O  1.84858  1.65802  -1.14875
H  -1.16463  4.61773  0.06983
C  0.77866  1.12219  -1.10134
H  -3.78745  -4.37017  -0.34596
C  -0.23162  5.00768  0.44104
C  3.44876  -3.24809  0.41874
C  0.58846  3.83719  0.92513
C  1.60198  -1.32920  -0.57768
O  -0.57246  5.83148  2.56782

Cartesian forces, eV/Å:
H -1.6 1.1 -0.3
H 0.4 0.3 1.1
C 1.1 -1.1 -1.4
C 0.1 0.2 -1.2
H -0.2 0.1 -0.3
C 0.2 -0.2 -0.2
H 0.1 -0.2 -1.3
C 1.3 -0.8 0.7
C -2.5 -1.9 0.4
H 0.4 -0.4 -0.1
H 0.1 0.5 0.6
H -0.1 -0.1 -1.2
H 0.8 -0.2 0.1
C 0.4 0.2 -1.8
C -0.5 1.5 2.8
H -0.2 0.4 1.7
H 0.7 0.1 -0.6
H 0.1 0.5 0.2
H 0.0 0.3 -0.4
H -1.0 0.7 -1.0
O 2.0 0.0 0.6
H -0.2 -0.3 -0.9
H -0.1 1.6 -1.0
H -0.4 2.0 1.2
H 0.8 -0.9 0.7
O 0.7 -1.7 -0.1
C -2.6 2.0 0.4
C -0.9 -1.0 0.0
O 1.8 -3.0 0.1
H 0.4 -0.6 0.0
C -0.7 -0.4 -0.6
O -0.4 -0.8 0.1
H 0.2 -0.4 -0.6
C -2.7 0.3 -2.3
C 2.1 0.8 2.0
H -0.3 -0.4 0.5
H 0.9 -1.1 0.3
C 1.6 1.7 0.0
C -1.4 0.5 -1.4
H -0.8 0.0 0.0
O 0.5 -0.2 -1.3
H -1.0 0.5 0.3
C -0.2 -0.4 4.1
H -0.4 -1.1 0.4
C 3.0 -0.2 -2.1
C -2.0 2.7 1.1
C -1.7 -1.6 1.1
C 1.7 0.1 -0.2
O 0.7 1.3 0.0

## Properties
SMILES: CC(C)C[C@@H]1C(=O)[C@@H](CC[C@H](O)C(=O)O)C(=O)[C@H]1c1ccc(O)cc1
E_LUMO in eV: 0.5377
Energy relative to the best compared isomer or geometry (same formula, charge and spin) in eV: 3.385
Highest occupied orbital energy in eV: -8.47
Frontier orbital gap in eV: 9.0
2S+1: 1

=====

3.
Entry from the Open Molecules 2025 dataset: a molecular structure, C19H25BaIN16 at a distorted geometry (wB97M-V/def2-TZVPD).

Geometry (Å):
N  -0.95425  -3.86308  -2.38259
N  -1.09228  0.59766  -2.21058
H  0.54684  3.03347  1.02143
H  0.98342  -1.97810  4.23029
H  2.43746  -1.92857  1.90864
C  2.32992  0.74314  2.78911
H  -3.53616  3.13735  2.66462
N  3.56437  -2.39678  -2.82863
N  2.76411  -1.18672  1.29673
H  -4.06685  1.82950  -3.15471
N  -1.96068  1.37685  0.26690
C  -2.62905  1.82695  -0.80671
N  -0.16585  -2.44891  -0.88721
I  -1.28246  -3.42843  6.32330
H  2.37033  1.40361  -1.66269
H  -4.12402  3.16570  -1.57811
H  1.48179  -3.85272  -3.31159
H  3.43505  -1.59644  0.65327
C  -3.62296  2.79035  -0.69608
C  -0.72056  0.05411  -3.37530
N  4.22851  -1.28956  -2.42054
C  -3.10490  1.34128  -3.23744
C  0.07508  -3.12187  -1.99948
H  -4.73200  4.03500  0.65111
N  -1.44452  -2.78282  -0.56706
N  -1.89603  -3.62423  -1.44430
N  1.68800  1.88058  -1.06148
C  -1.05278  -2.89951  4.35973
C  3.39084  -0.09152  2.06677
H  -1.66257  -2.66839  1.25132
N  -0.14754  -2.07209  2.46088
C  2.31486  -2.18598  -2.44836
C  -2.26153  1.24079  -2.14590
N  1.27118  -3.06684  -2.72319
H  3.96213  0.51936  1.37001
C  -3.95830  3.28175  0.55227
N  2.16247  -1.01556  -1.84282
N  1.26860  1.27890  1.90125
C  -2.30885  1.84805  1.46869
H  4.09948  -0.44309  2.81733
C  -3.29742  2.79527  1.66657
H  1.83669  0.09245  3.51315
H  1.95887  3.30360  2.04285
C  -1.50128  0.11628  -4.51756
H  2.82055  1.54373  3.35542
H  2.66297  3.60428  -0.21282
H  -1.78081  1.42910  2.32516
N  3.41288  -0.46922  -1.83336
C  -1.94368  -3.08819  3.33039
C  -2.71633  0.76818  -4.43895
C  1.51959  2.61974  1.30681
C  0.05600  -2.27614  3.76061
N  -1.37787  -2.56799  2.22861
H  3.31988  2.05600  0.24187
Ba  0.61706  -0.28823  -0.09255
H  1.17189  2.52951  -1.64341
H  0.41905  1.34733  2.45847
H  -3.36849  0.82444  -5.30073
C  2.38698  2.58152  0.04416
H  -2.91878  -3.54812  3.30936
H  -1.16423  -0.35416  -5.43110
H  0.23619  -0.46259  -3.38187

Cartesian forces, eV/Å:
N -0.6 0.1 0.4
N 0.0 0.0 -0.5
H 0.0 0.0 0.1
H -0.1 0.0 0.0
H 0.0 0.0 0.0
C -0.1 0.1 -0.3
H 0.0 0.0 0.0
N 0.4 0.3 0.2
N 0.8 0.1 0.6
H 0.1 0.0 0.0
N -0.2 0.1 0.1
C 0.3 -0.3 -0.1
N -0.6 -1.6 -0.5
I 0.0 -0.1 0.2
H -0.1 0.2 0.2
H 0.0 0.0 0.1
H 0.0 0.0 0.0
H 0.0 0.1 0.0
C -0.1 0.1 0.0
C -0.1 0.0 0.3
N -0.4 -0.1 0.0
C -0.2 0.0 -0.2
C 0.6 -0.2 -0.5
H 0.1 -0.1 0.0
N 0.2 -0.3 -0.5
N 0.3 0.0 -0.2
N 1.0 1.1 -0.3
C 0.2 0.1 -0.2
C -0.3 -0.1 -0.2
H -0.2 0.0 -0.5
N -0.3 -0.2 0.4
C -0.3 -0.4 -0.2
C 0.2 0.0 0.5
N -0.2 0.4 0.4
H 0.0 0.0 0.0
C -0.1 0.1 0.0
N 1.0 -0.3 -1.1
N 0.5 1.1 1.2
C 0.1 -0.2 -0.2
H 0.1 -0.1 0.1
C 0.0 0.0 0.1
H -0.1 0.0 0.0
H 0.1 0.0 0.0
C 0.0 0.0 0.0
H 0.0 0.0 0.0
H 0.0 0.1 0.0
H 0.0 0.0 -0.1
N -0.1 -0.6 -0.2
C -0.1 0.1 -0.2
C -0.1 0.0 0.0
C 0.0 -0.3 0.0
C 0.0 0.2 0.0
N 0.3 -0.1 0.4
H 0.0 0.0 0.0
Ba -2.3 0.6 1.5
H 0.0 0.0 0.1
H 0.2 0.0 -0.1
H 0.0 0.0 0.0
C -0.2 -0.3 -0.1
H 0.1 0.0 0.0
H 0.0 0.0 0.0
H -0.1 0.1 0.0

## Properties
E_LUMO in eV: -0.4259
Energy relative to the best compared isomer or geometry (same formula, charge and spin) in eV: 1.198
Highest occupied orbital energy in eV: -7.58
Frontier orbital gap in eV: 7.2
2S+1: 1

=====

4.
Entry from the Open Molecules 2025 dataset: a molecular structure, C19H25Cl2FN5O4PRb at a distorted geometry (wB97M-V/def2-TZVPD).

Geometry (Å):
H  -0.26894  -2.80898  -3.11464
C  1.76710  -3.45907  -1.78912
C  -3.38604  2.78091  -3.77296
C  4.07928  -2.75445  -1.14866
H  -0.43853  -1.99819  1.60950
H  0.43785  -1.50369  -4.07416
C  1.29739  -1.41384  3.53096
O  -1.36621  -0.81465  -1.91575
N  1.25474  0.04537  3.65743
N  1.72051  -2.39723  -2.67503
C  0.47586  -1.53526  1.23606
C  -4.42286  3.71323  -1.80662
H  2.26965  0.58152  -0.15608
Rb  -2.29967  1.18044  -0.86104
O  0.82614  -4.18540  -1.55934
H  -2.88563  4.69581  -2.93810
H  3.80892  0.50043  1.62795
H  -5.78749  0.70725  -2.58166
N  2.98280  -3.61388  -1.13910
C  -0.12977  -0.93636  -2.06443
H  2.65396  -0.69408  -3.46774
H  -0.79679  0.19090  3.28511
H  2.50460  1.68237  3.29709
H  -2.66056  1.51947  4.32644
C  -4.20316  1.66043  -3.67379
O  5.00120  -2.88535  -0.37456
F  4.93512  -0.81437  -2.23120
N  2.85627  0.19730  1.83176
C  0.39036  -1.94897  -3.08039
O  0.75880  -0.28105  -1.45753
C  2.50839  0.59416  3.27103
H  -2.68862  2.87056  -4.59551
H  -5.98649  2.53396  -0.92412
C  -5.24189  2.59224  -1.70792
H  2.07824  -1.80014  4.18730
H  -4.40859  1.78696  4.03854
C  0.12538  0.61589  2.88506
H  -4.53121  4.52664  -1.10032
Cl  -3.17559  3.78095  4.07156
H  0.34122  -1.82472  3.84813
Cl  -3.18132  1.66353  2.03355
H  3.02162  -4.38225  -0.48267
C  3.91899  -1.67886  -2.11077
C  -3.49558  3.80724  -2.83949
H  0.69356  -1.97983  0.26869
C  2.78773  -1.52903  -2.79481
H  3.64410  -1.69236  2.34262
C  -5.13183  1.56620  -2.64070
H  0.08253  1.69325  3.06553
H  -4.13572  0.87331  -4.41289
C  1.92181  0.84084  0.84121
N  1.57199  -1.84884  2.16460
H  3.31840  0.20630  3.88755
C  -3.40187  2.07372  3.76596
C  2.82139  -1.33994  1.72172
H  1.99332  1.91941  0.98618
H  3.01604  -1.57224  0.67640
P  0.15908  0.29244  1.03318

Cartesian forces, eV/Å:
H 0.0 0.0 0.0
C 0.0 0.0 0.0
C 0.0 0.0 0.0
C -0.1 0.0 0.0
H 0.0 0.0 0.0
H 0.0 0.0 0.0
C 0.0 0.0 -0.1
O 0.8 -1.0 -0.6
N -0.1 0.0 -0.2
N 0.3 0.0 -0.2
C 0.1 0.0 0.0
C 0.0 0.0 0.0
H -0.1 0.0 0.0
Rb -0.7 1.1 -0.2
O 0.0 0.1 0.0
H 0.0 0.0 0.0
H 0.0 0.0 0.0
H 0.0 0.0 0.0
N 0.1 0.0 0.0
C -0.3 0.3 0.0
H 0.0 0.0 0.0
H 0.0 0.0 0.0
H 0.0 0.0 0.1
H 0.0 -0.1 0.0
C -0.1 0.0 0.1
O 0.1 -0.1 0.1
F 0.0 0.0 0.0
N -0.1 0.0 0.0
C 0.1 -0.3 0.0
O -0.2 0.1 0.0
C 0.0 -0.1 -0.2
H 0.0 0.0 0.0
H 0.0 0.0 0.0
C 0.0 0.0 0.0
H 0.0 0.0 0.0
H 0.0 0.0 0.0
C 0.2 -0.1 0.1
H 0.0 0.0 0.0
Cl 0.0 0.1 0.0
H 0.0 0.0 0.0
Cl -0.2 0.1 0.5
H 0.0 0.0 0.0
C 0.2 -0.2 0.1
C -0.1 0.0 0.0
H 0.0 0.0 0.0
C -0.5 0.0 -0.2
H 0.0 -0.1 0.0
C 0.0 0.1 -0.1
H 0.0 0.0 0.0
H 0.0 0.0 0.0
C 0.2 -0.1 0.0
N 0.0 0.1 0.0
H 0.0 0.0 0.1
C 0.0 0.0 -0.1
C 0.0 0.2 0.0
H 0.0 0.0 0.0
H -0.1 0.0 0.1
P 0.4 -0.2 0.7

## Properties
E_LUMO in eV: -2.4595
Energy relative to the best compared isomer or geometry (same formula, charge and spin) in eV: 0.868
Highest occupied orbital energy in eV: -11.07
Frontier orbital gap in eV: 8.6
2S+1: 1
Net charge: +1

=====

5.
Entry from the Open Molecules 2025 dataset: a molecular structure, C19H25Cl3FeGeN4OSbSe4Si (wB97M-V/def2-TZVPD).

Geometry (Å):
H  1.88076  -0.50483  -4.86262
H  -4.80104  -0.74540  -2.49644
Fe  -0.44674  0.33598  0.11185
C  -2.41381  0.95458  -2.34646
H  -1.86064  0.07648  -6.13309
H  2.29275  2.48334  -2.27613
N  -0.12101  0.31243  -1.95826
H  3.22055  -1.72333  -1.90806
C  2.03456  0.37756  -4.23831
H  -4.20704  -3.04554  1.65875
H  1.75397  -2.28933  -2.70584
C  2.58148  1.58928  -1.71655
H  -3.86961  1.42421  -5.46458
H  -3.69816  1.22395  2.71390
H  -0.13726  -0.47760  -4.55168
C  -2.97949  -0.15697  -1.36840
H  3.10133  0.61564  -4.26895
N  -2.51818  0.18820  -0.02765
C  -1.46851  -3.29090  -0.98339
H  -0.62850  -3.25218  -1.66209
Se  6.38350  -0.82338  2.74134
C  -4.45425  -0.40444  -1.52814
H  2.47572  1.81699  -0.66063
C  -1.95673  0.40364  -5.10304
Cl  -2.14556  3.85041  0.94184
Cl  1.23154  3.92279  1.07472
H  -5.47880  0.37874  1.60550
H  -2.26065  1.82938  -1.70927
Se  4.97509  -3.51761  0.20577
H  -6.35442  -0.43740  -0.62388
C  -3.44172  0.38342  0.91776
H  -2.45550  -1.07021  -1.68470
C  -1.06825  0.48650  -2.81784
Ge  -0.37381  2.75214  0.07984
C  2.13577  -1.59636  -1.94669
H  -4.27751  1.84152  -3.07837
Cl  -0.32133  3.85407  -1.91144
H  -2.07428  -1.73535  1.84335
C  -4.81396  0.15982  0.78192
C  -2.29312  -2.40492  1.02372
N  -2.99065  0.73632  2.18669
C  -3.36930  1.35704  -3.41462
C  -3.44472  -3.15724  0.90268
H  -4.51979  -4.55868  -0.31468
C  -3.61134  -3.98462  -0.19388
Se  1.91491  0.03059  1.25008
H  -2.67695  -4.70644  -2.00310
H  -2.12626  1.25868  2.16045
C  -5.29306  -0.24219  -0.49127
O  -0.26409  -1.73182  0.17984
H  3.64050  1.39319  -1.91142
C  -2.59620  -4.06540  -1.13706
Si  1.62224  0.13445  -2.39933
Sb  5.02131  -1.16656  0.78867
N  -1.34423  -2.46942  0.07592
H  1.73066  -1.89866  -0.98339
C  -3.15424  1.12379  -4.70912
C  -0.98206  0.10724  -4.23079
H  1.49922  1.21974  -4.68086
Se  0.13048  0.25884  2.58806

Cartesian forces, eV/Å:
H 0.0 0.0 0.0
H 0.0 0.0 0.0
Fe 0.3 -0.2 0.4
C 0.0 0.1 -0.1
H 0.0 0.0 0.0
H 0.0 0.0 0.0
N 0.0 0.0 -0.2
H 0.0 0.0 0.0
C -0.1 -0.1 0.0
H 0.0 0.0 0.0
H 0.0 0.0 0.0
C 0.0 0.0 0.0
H 0.0 0.0 0.0
H 0.0 0.0 0.0
H 0.0 0.0 0.0
C -0.1 0.0 0.0
H 0.0 0.0 0.0
N 0.0 -0.1 0.2
C 0.0 0.1 0.0
H 0.0 0.0 0.0
Se 0.0 0.0 -0.1
C 0.0 -0.1 0.0
H 0.0 0.0 0.0
C 0.1 0.0 0.0
Cl 0.0 0.0 0.0
Cl 0.0 0.0 0.0
H 0.0 0.0 0.0
H 0.0 0.0 0.0
Se 0.0 0.2 0.0
H 0.0 0.0 0.0
C -0.1 -0.1 0.1
H 0.1 0.0 -0.1
C 0.0 0.0 0.2
Ge 0.0 0.1 0.0
C 0.0 0.1 0.0
H 0.0 0.0 0.0
Cl 0.0 -0.1 0.0
H 0.0 0.1 0.0
C 0.0 0.0 -0.1
C 0.0 0.0 0.0
N 0.1 0.0 0.0
C 0.0 0.0 0.0
C 0.0 0.1 0.0
H 0.0 0.0 0.0
C 0.0 0.0 0.0
Se -0.6 0.3 0.1
H 0.0 0.0 0.0
H 0.0 0.1 0.0
C 0.0 0.0 0.1
O -0.3 0.0 -0.3
H 0.0 0.0 0.0
C 0.0 0.0 0.0
Si 0.0 0.0 0.0
Sb 0.4 -0.3 0.0
N 0.2 0.0 0.1
H 0.0 0.0 0.0
C 0.0 0.0 0.0
C 0.0 0.0 -0.1
H 0.0 0.0 0.0
Se 0.1 0.0 -0.3

## Properties
E_LUMO (spin up / spin down) in eV: 3.9065 / 3.3892
Highest occupied orbital energy (spin up / spin down) in eV: -1.87 / -1.86
Frontier orbital gap (spin up / spin down) in eV: 5.8 / 5.2
2S+1: 2
Net charge: -2

=====

> Number 1 is which compound?

C19H24NO2

=====

> What is the 2S+1 in the first record?

1